ORCA calculation (ωB97M-V/def2-TZVPD) on a structure of composition C35H85N6O21V.

The LUMO energy (alpha / beta) is 1.91 / -1.35 eV. The expectation value of S² is 0.757. For the HOMO-LUMO gap (alpha / beta), the calculation gives 7.57 / 4.29 eV. Its spin multiplicity is 2. The charge is -1.

Last column: Mulliken charge in e.
Element x y z (Å)
O  -0.6428  -1.1255  -0.7001  0.15
V  0.6826  -1.9006  -1.2099  2.12
O  1.8918  -0.8710  -1.0591  -0.73
O  4.2093  -3.4632  -1.4188  0.02
C  3.2679  -4.3189  -1.1648  0.41
O  2.1075  -4.0772  -1.4893  -0.40
O  3.3885  -5.3959  -0.6122  -0.44
H  5.0318  -3.8876  -1.1637  0.09
O  0.8530  -3.9430  2.8919  -0.54
C  0.4538  -3.7746  1.6519  0.51
O  -0.1696  -4.7502  1.1851  -0.77
O  0.7790  -2.8021  0.9418  -0.56
H  0.5307  -4.8369  2.7548  0.29
O  -2.1085  -3.1372  -3.6463  -0.35
C  -1.7377  -4.0082  -2.7472  0.54
O  -0.9096  -3.7316  -1.7988  -0.65
O  -2.0708  -5.1969  -2.9523  -0.80
H  -2.6338  -3.8577  -4.0020  0.22
C  -3.8969  -0.8709  -1.9305  -0.69
O  -4.9261  0.1055  -1.9486  -0.36
C  -4.4402  1.4052  -1.8671  0.28
C  -5.7155  2.1655  -1.4923  -0.61
N  -5.3986  3.4173  -0.8325  -0.09
C  -6.5854  4.0580  -0.2081  -0.22
C  -6.3589  5.4311  0.4640  -0.61
O  -5.9687  5.3091  1.7959  -0.33
C  -5.9345  6.5255  2.5015  -0.77
H  -3.2657  -0.9576  -2.8149  0.29
H  -4.1697  -1.9079  -1.7345  0.43
H  -3.1806  -0.8160  -1.1107  0.13
H  -3.8851  1.8044  -2.7160  0.28
H  -3.7261  1.5896  -1.0645  -0.31
H  -6.3743  1.5278  -0.9028  0.24
H  -6.2062  2.2682  -2.4601  0.25
H  -4.8992  4.1436  -1.3257  0.22
H  -7.0289  3.4626  0.5900  -0.06
H  -7.3264  4.2078  -0.9934  0.37
H  -7.3449  5.8948  0.4917  0.39
H  -5.6236  6.0891  0.0010  0.33
H  -4.8868  6.7321  2.7200  0.26
H  -6.2358  6.2574  3.5142  0.23
H  -6.4676  7.3195  1.9786  0.36
C  -2.7406  -2.9027  1.7772  0.25
O  -3.8128  -3.6304  1.2097  -0.28
C  -4.9885  -3.4725  2.0626  -0.67
C  -5.4154  -2.0943  2.2810  -0.31
N  -6.8400  -1.9441  2.5058  -0.40
C  -7.6058  -1.7641  1.2413  -0.36
C  -8.8431  -0.8043  1.4688  -0.53
O  -8.6299  0.0468  2.6718  -0.49
C  -7.9975  1.3345  2.3857  -0.59
H  -1.9046  -2.7418  1.0964  -0.75
H  -2.4424  -3.5119  2.6305  0.33
H  -2.9873  -1.8881  2.0899  0.07
H  -4.8920  -3.9991  3.0121  0.31
H  -5.8454  -4.0357  1.6930  0.40
H  -4.9245  -1.4127  1.5863  0.11
H  -4.9445  -1.7974  3.2182  0.46
H  -7.0117  -1.2366  3.2058  0.33
H  -7.9616  -2.7654  0.9988  0.38
H  -6.9930  -1.3049  0.4655  0.08
H  -9.5949  -1.4787  1.8788  0.30
H  -9.3213  -0.3405  0.6060  0.38
H  -8.2567  2.0976  3.1197  0.36
H  -8.2301  1.6503  1.3687  0.19
H  -6.9195  1.1943  2.4654  0.25
C  -1.5567  1.8555  0.7309  -0.09
O  -1.0838  1.9902  2.0876  -0.63
C  -0.4520  0.8460  2.6444  1.06
C  -0.1145  0.9557  4.1175  -1.56
N  0.3901  2.2202  4.5392  0.02
C  1.0963  2.2179  5.8428  -0.74
C  2.4266  1.4243  5.9577  -0.24
O  2.6748  1.3259  7.3326  -0.39
C  2.8992  2.5137  8.1649  -0.70
H  -2.1073  0.9310  0.5573  -0.04
H  -0.7750  1.9076  -0.0269  -0.01
H  -2.1804  2.7384  0.5907  0.34
H  0.4890  0.5641  2.1720  -0.37
H  -1.1771  0.0321  2.6471  -0.02
H  0.5392  0.1086  4.3255  0.45
H  -1.0282  0.7583  4.6780  0.41
H  -0.3965  2.8505  4.4748  0.24
H  0.4740  1.5350  6.4211  0.36
H  1.0494  3.1937  6.3263  0.34
H  3.1803  1.9876  5.4073  0.24
H  2.4195  0.4249  5.5226  0.31
H  2.0661  3.2154  8.2060  0.28
H  3.7347  3.0805  7.7542  0.32
H  3.3079  2.0252  9.0495  0.26
C  10.3467  -4.6606  -2.2587  -0.70
O  8.9971  -4.4027  -2.6887  -0.34
C  8.7604  -3.0165  -2.9991  -0.75
C  7.2378  -2.6668  -3.0925  0.34
N  7.0477  -1.2447  -3.0998  -0.48
C  5.6847  -0.9894  -2.8114  0.42
C  5.5508  -0.2775  -1.4868  -0.12
O  6.4390  -0.7936  -0.4721  -0.42
C  6.4262  0.0802  0.7084  -0.79
H  10.9238  -4.0989  -2.9933  0.33
H  10.5271  -5.7286  -2.3807  0.24
H  10.5212  -4.2906  -1.2484  0.26
H  9.0161  -2.8879  -4.0508  0.30
H  9.3797  -2.3408  -2.4092  0.45
H  6.9433  -3.1904  -2.1831  -0.08
H  6.8929  -3.1847  -3.9875  0.04
H  7.3992  -1.0544  -2.1723  0.45
H  5.0605  -1.8816  -2.7599  -0.75
H  5.3168  -0.4057  -3.6552  0.26
H  4.5164  -0.2536  -1.1441  0.06
H  5.8108  0.7613  -1.6899  0.51
H  6.8520  1.0507  0.4538  0.38
H  6.9995  -0.3097  1.5495  0.31
H  5.4427  0.3821  1.0685  0.20
C  0.6719  -2.1399  -5.8811  -1.87
C  1.1792  -1.9000  -4.4823  0.94
C  2.5214  -1.1791  -4.4373  0.07
O  3.4934  -1.7781  -5.3030  -0.47
C  3.8627  -3.1437  -5.0148  -0.34
N  0.2634  -1.2087  -3.5546  -0.47
H  -0.3713  -2.4504  -5.8227  0.50
H  1.3574  -2.8568  -6.3331  0.32
H  0.6162  -1.2198  -6.4628  0.37
H  1.1550  -2.8849  -4.0159  -0.02
H  2.9186  -0.9985  -3.4385  -0.18
H  2.4188  -0.1141  -4.6454  0.43
H  4.9022  -3.2711  -5.3167  0.23
H  3.0590  -3.7554  -5.4245  0.36
H  3.7059  -3.3024  -3.9478  -0.14
H  0.2589  -0.2338  -3.8187  0.28
H  -0.6597  -1.4534  -3.8834  0.10
C  2.3522  2.1617  0.5626  -0.89
C  2.3026  3.7303  0.7225  0.49
C  2.1626  4.3441  -0.7197  -0.95
O  3.3391  4.1597  -1.5047  -0.24
C  3.5053  5.1841  -2.5200  -0.83
N  1.0976  3.8975  1.5171  -0.78
H  2.3396  1.6744  1.5375  0.27
H  3.2668  1.6724  0.2276  0.27
H  1.5741  1.7624  -0.0880  0.10
H  3.1363  4.1145  1.3103  0.44
H  1.9228  5.3736  -0.4536  0.39
H  1.2889  3.9571  -1.2440  0.30
H  4.4455  5.0446  -3.0535  0.26
H  3.6803  6.1626  -2.0728  0.32
H  2.6058  5.2693  -3.1297  0.32
H  0.4108  3.1778  1.3426  0.22
H  1.2748  3.6243  2.4732  0.33

Forces on the atoms, in the same order (eV/Å):
O 2.6 -0.6 -1.1
V -4.5 0.4 2.4
O -0.3 -0.8 -0.4
O 0.6 0.3 -0.1
C -0.5 0.9 -0.3
O -1.8 0.8 -0.7
O 0.6 -1.9 1.0
H 0.8 0.1 0.2
O 1.0 1.1 1.6
C -1.2 -1.1 -4.7
O -0.3 -0.3 0.5
O 1.3 2.8 -0.8
H -0.2 -1.8 1.8
O -0.8 2.1 -1.0
C 4.6 -3.8 4.5
O 0.1 1.9 -1.2
O -1.1 0.7 -0.5
H -1.4 0.1 -2.1
C 1.2 -1.2 0.4
O 1.2 -1.6 -0.4
C -0.6 0.7 1.7
C 1.1 0.9 -1.5
N -1.1 0.6 2.0
C 1.0 0.6 -0.3
C -0.2 -0.4 -0.1
O 0.0 -1.0 0.4
C 1.1 -1.2 0.7
H -0.3 0.6 -0.5
H -1.4 0.1 -0.3
H 0.1 1.1 0.4
H -0.5 -0.2 -0.8
H 0.1 -0.6 0.5
H 0.4 0.2 0.4
H -0.7 0.4 -0.2
H 0.1 -0.5 -0.6
H 0.1 -0.4 -0.2
H -0.5 0.1 0.0
H -0.2 0.4 -0.5
H -0.1 0.0 -0.8
H 0.3 0.8 -0.7
H -1.0 0.5 0.0
H -0.1 0.1 0.4
C 0.5 -0.3 0.3
O -1.8 0.8 0.4
C 0.5 -2.4 -1.2
C 0.4 1.8 1.8
N -0.1 0.0 -1.0
C -0.3 1.3 1.1
C 0.4 -1.5 3.0
O -0.3 1.2 -1.9
C 0.3 -1.5 0.0
H -0.2 -0.7 -0.3
H 0.6 0.4 0.3
H -0.4 0.1 0.2
H 0.8 0.1 0.4
H 0.2 -0.1 -1.1
H -0.5 0.1 -0.8
H 0.0 0.3 0.3
H -0.3 0.2 -0.5
H -0.1 0.3 -0.7
H 0.3 -0.4 -0.2
H -0.3 0.1 -0.1
H 0.7 0.5 0.0
H -0.5 -0.3 0.0
H -0.1 0.2 0.1
H 0.2 0.1 -0.2
C 0.0 0.4 0.7
O 0.2 -0.1 -0.2
C -0.1 -0.4 0.1
C -1.1 -0.2 0.3
N 2.0 1.1 -0.5
C -2.1 -2.3 -0.8
C -0.5 2.5 -0.5
O 0.4 0.1 1.1
C 1.0 -1.5 -1.9
H -0.1 0.0 0.2
H 0.4 -0.2 0.2
H -0.2 -0.2 -0.1
H -0.3 0.1 -0.8
H 0.2 -0.5 -0.7
H 0.3 0.2 0.1
H -0.4 -0.3 0.3
H 0.4 0.4 0.4
H -0.4 0.2 1.0
H 0.5 0.0 -0.4
H 0.6 0.1 0.1
H -0.4 0.0 0.3
H -0.2 -0.5 0.6
H 0.2 0.2 -0.3
H -0.8 0.6 0.5
C -1.1 0.8 -1.3
O -0.6 0.4 0.9
C -0.2 -0.4 -2.0
C 2.7 -2.0 0.7
N 1.3 -1.1 1.0
C -2.1 0.1 -0.4
C -0.2 1.3 0.3
O -0.7 0.6 1.0
C 0.1 0.4 -1.0
H 0.9 -0.2 0.3
H 0.0 0.1 0.3
H 0.1 -0.1 0.1
H 1.0 0.2 -0.1
H -0.3 0.1 0.4
H -1.3 0.1 0.2
H -0.4 0.1 0.1
H 1.3 0.6 0.0
H 0.2 -0.1 -0.2
H -0.7 0.4 0.4
H -0.1 -0.3 0.1
H 0.3 0.4 0.3
H 0.4 0.0 -0.3
H 0.0 -0.5 -0.4
H -0.5 -0.7 -0.2
C -0.4 0.8 0.1
C 0.1 -0.3 1.0
C 0.7 -0.6 0.1
O 0.1 0.7 0.0
C -1.7 1.5 0.9
N -0.1 0.2 -0.2
H 0.1 -0.7 -0.1
H -0.5 0.0 -0.4
H 0.5 0.1 -0.2
H 0.9 -0.4 -0.1
H 0.0 -1.1 0.6
H -0.3 0.0 -1.3
H -0.4 -0.4 -0.2
H 0.7 -0.7 -0.7
H 0.7 -0.1 0.3
H 0.4 0.7 0.5
H -0.7 -0.7 0.7
C 1.8 -0.2 0.3
C -0.8 -3.4 -1.3
C 0.3 0.4 1.7
O 0.0 1.0 -0.4
C 0.0 -0.2 1.4
N -0.6 1.4 0.3
H -0.8 0.2 0.3
H 0.4 0.6 -0.8
H -0.2 0.2 0.2
H 0.2 0.2 -0.5
H 0.3 0.6 -0.7
H -0.1 -0.4 0.1
H -0.4 -0.8 -0.3
H -0.4 0.2 0.5
H 0.2 -0.2 -0.4
H -0.2 0.1 -0.7
H 0.5 0.4 0.5